The following is a DFT calculation (the ωB97M-V functional and the def2-TZVPD basis) of a cluster of 2 separate species, C20H26N3O6S in total at a distorted geometry.

CARTESIAN COORDINATES (ANGSTROEM)
O1 -2.55009 0.40131 -2.63390
C1 -1.78764 0.80118 -3.46486
O2 -0.82208 1.74160 -3.18200
C2 0.46420 1.41623 -3.75463
C3 1.51856 0.90479 -2.69817
C4 1.48491 1.71547 -1.34425
C5 2.34447 1.06594 -0.19206
C6 1.53579 0.01007 0.71651
C7 1.17374 0.71897 2.06913
C8 0.43431 2.11998 1.86481
S1 -0.60933 2.52295 3.36275
C9 -0.62733 4.34716 3.37402
N1 0.48960 5.02511 3.73316
N2 0.16552 6.35019 3.60491
C10 -1.10612 6.42129 3.21387
O3 -1.68286 5.17813 3.05508
N3 0.36665 -0.42921 -0.09674
C11 -0.75740 -0.85335 0.70957
C12 -1.95502 0.00380 0.65649
C13 -3.18109 -0.30208 1.37192
C14 -3.24625 -1.52043 2.17728
C15 -2.05535 -2.36085 2.25218
C16 -0.81321 -2.06072 1.52613
C17 2.52467 -1.18676 1.05305
O4 2.72075 -1.47737 2.24919
O5 3.08282 -1.85440 0.07817
H1 -1.88014 0.37184 -4.49916
H2 0.27922 0.66013 -4.57416
H3 0.89901 2.33147 -4.24519
H4 2.54919 0.83409 -3.14118
H5 1.22462 -0.16228 -2.47276
H6 0.43554 1.96829 -1.05788
H7 1.97886 2.71031 -1.58073
H8 2.72701 1.92526 0.43240
H9 3.23781 0.58388 -0.67674
H10 2.15442 0.98711 2.55340
H11 0.65019 0.06530 2.81244
H12 1.22432 2.92085 1.85307
H13 -0.20999 2.13854 0.95623
H14 -1.66383 7.36207 3.03468
H15 0.71307 -1.24411 -0.62549
H16 -1.93293 0.92193 0.02355
H17 -4.03822 0.39837 1.23860
H18 -4.20006 -1.74310 2.69948
H19 -2.15561 -3.28260 2.87960
H20 0.06293 -2.74084 1.59034
C18 1.16794 -4.07788 -1.17384
C19 -0.19933 -4.03509 -1.80111
O6 -0.76087 -2.98268 -2.02239
C20 -0.84792 -5.35407 -2.14617
H21 1.51022 -3.05977 -0.97922
H22 1.12660 -4.61905 -0.22624
H23 1.87348 -4.56068 -1.85350
H24 -0.97919 -5.95142 -1.24197
H25 -0.23130 -5.89418 -2.86744
H26 -1.82730 -5.17072 -2.59020

The total energy comes out at -1791.5637 hartree. Its gap between HOMO and LUMO is 7.4236 eV. Its charge is -1. As for the spin multiplicity: 1.

=====

The following is a DFT calculation (the ωB97M-V functional and the def2-TZVPD basis) of the molecule C3H2Cl2 at a distorted geometry.

CARTESIAN COORDINATES (ANGSTROEM)
C1 1.60501 -1.76582 -0.87519
C2 1.13031 -0.80097 -0.41219
C3 0.41088 0.28023 0.30146
Cl1 -0.37065 1.36126 -0.87572
Cl2 -0.91679 -0.45941 1.24979
H1 2.03921 -2.52085 -1.47000
H2 0.96997 0.90869 1.02628

The total energy comes out at -1035.8148 hartree. Its gap between HOMO and LUMO is 11.6561 eV. As for the spin multiplicity: 1. Its structure (SMILES) is C#CC(Cl)Cl. The energy above the lowest of the compared OMol25 structures with the same formula, charge and spin is 2.3 kcal per mole.

=====

The following is a DFT calculation (the ωB97M-V functional and the def2-TZVPD basis) of a structure of composition C26H26N4OPdS2.

CARTESIAN COORDINATES (ANGSTROEM)
Pd1 1.14469 0.50072 -0.43474
N1 1.81468 2.12839 3.27446
C1 1.54745 1.14163 4.27170
C2 2.19655 1.19780 5.49040
C3 1.97300 0.19708 6.42736
C4 1.13700 -0.86553 6.12969
C5 0.50638 -0.93051 4.89371
C6 0.69562 0.09047 3.97737
S1 -0.23926 0.13255 2.48013
N2 0.83955 1.00847 1.46906
C7 1.65990 1.89276 1.96306
C8 2.49283 2.63034 0.97321
C9 3.13277 3.82780 1.22686
C10 3.83592 4.44107 0.19565
C11 3.86862 3.83803 -1.04993
C12 3.19656 2.63909 -1.22928
N3 2.52898 2.04876 -0.24280
H1 2.49768 2.82167 3.53470
H2 2.87055 2.01555 5.71324
H3 2.46486 0.24908 7.38801
H4 0.97065 -1.64699 6.85700
H5 -0.14840 -1.75770 4.65507
H6 3.07102 4.30569 2.19423
H7 4.34220 5.38032 0.36767
H8 4.40205 4.28120 -1.87798
H9 3.20255 2.12723 -2.18244
C13 2.38952 -2.27880 -1.39985
C14 2.30147 -1.44927 -2.65242
O1 1.77010 -0.11218 -2.33719
H10 2.74857 -3.27140 -1.67153
H11 1.41322 -2.39115 -0.92125
H12 3.09984 -1.85369 -0.68634
H13 1.63620 -1.89899 -3.39057
H14 3.28406 -1.29653 -3.09802
H15 1.53987 0.34507 -3.15280
N4 -0.55274 -0.58871 -0.58045
S2 -1.29610 -0.75888 -2.00222
C15 -2.05793 -2.37465 -1.95241
C16 -2.97005 -2.69010 -2.95290
C17 -3.52821 -3.95614 -2.96580
C18 -3.17409 -4.88530 -1.99411
C19 -2.25749 -4.55494 -1.00948
C20 -1.68350 -3.29036 -0.98439
C21 -2.71411 0.31047 -2.04332
C22 -2.68842 1.36793 -2.94154
C23 -3.76026 2.24867 -2.97400
C24 -4.83017 2.06405 -2.11233
C25 -4.84561 0.99904 -1.21759
C26 -3.78731 0.10967 -1.18131
H16 -1.20866 -0.56003 0.19273
H17 -3.25154 -1.96071 -3.70193
H18 -4.24229 -4.21779 -3.73377
H19 -3.61612 -5.87158 -2.00875
H20 -1.98365 -5.28095 -0.25672
H21 -0.95798 -3.02507 -0.22747
H22 -1.85310 1.49324 -3.61886
H23 -3.76331 3.06947 -3.67721
H24 -5.66685 2.74804 -2.14280
H25 -5.69090 0.85701 -0.55898
H26 -3.80683 -0.74045 -0.50984

The total energy comes out at -2224.3662 hartree. Its gap between HOMO and LUMO is 7.1679 eV. Its charge is +2. As for the spin multiplicity: 1. The energy above the lowest of the compared OMol25 structures with the same formula, charge and spin is 0.4 kcal per mole.

=====

The following is a DFT calculation (the ωB97M-V functional and the def2-TZVPD basis) of the ion C5H11NO with charge +1 at a distorted geometry.

CARTESIAN COORDINATES (ANGSTROEM)
C1 -0.97179 2.01953 0.52728
C2 0.34910 1.28243 0.55074
N1 0.41081 -0.17780 0.35898
C3 1.62866 -0.61631 -0.36023
C4 -0.80675 -0.87390 -0.02856
C5 -0.58385 -2.22859 -0.70672
O1 -1.01647 -2.40461 -1.80407
H1 -1.65002 1.74316 -0.27347
H2 -1.50987 1.83260 1.46705
H3 -0.75916 3.08081 0.49161
H4 1.03697 1.73011 -0.16652
H5 0.85775 1.38749 1.52775
H6 1.53912 -1.44887 -1.05466
H7 2.06840 0.25170 -0.84318
H8 2.40227 -0.99291 0.32612
H9 -1.41921 -0.33783 -0.77176
H10 -1.37931 -1.17316 0.85832
H11 -0.19664 -3.07385 -0.09871

The total energy comes out at -326.7468 hartree. Its gap between HOMO and LUMO (alpha / beta) is 11.1950 / 6.8752 eV. Its charge is +1. As for the spin multiplicity: 2. The energy above the lowest of the compared OMol25 structures with the same formula, charge and spin is 48.5 kcal per mole.

=====

The following is a DFT calculation (the ωB97M-V functional and the def2-TZVPD basis) of a structure of composition C16H24BKO20 at a distorted geometry.

CARTESIAN COORDINATES (ANGSTROEM)
K1 0.92435 1.69591 -1.32674
O1 6.41574 -6.79504 5.14575
C1 5.47908 -6.25727 4.51190
O2 5.06799 -6.49029 3.30126
B1 3.89731 -5.75248 2.95170
O3 3.62937 -4.96584 4.15526
C2 4.53505 -5.22293 5.09198
O4 4.62311 -4.74266 6.24275
O5 2.64461 -6.48304 2.66951
C3 2.03340 -5.93362 1.63454
O6 0.91749 -6.15385 1.21295
C4 2.91446 -4.84571 1.07369
O7 4.08569 -4.90088 1.76202
O8 2.55587 -4.04967 0.21933
C5 -3.86082 1.38414 -7.36860
O9 -3.71389 0.01045 -7.32940
C6 -2.74708 -0.59101 -6.68988
O10 -1.97709 -0.08271 -5.88236
O11 -2.87621 -1.92801 -6.92736
C7 -2.07214 -2.76942 -6.11009
H1 -4.56529 1.72563 -6.61018
H2 -4.30762 1.60115 -8.33885
H3 -2.91086 1.91838 -7.38486
H4 -2.27202 -3.75878 -6.52159
H5 -2.27085 -2.75428 -5.03846
H6 -1.02274 -2.53149 -6.28399
C8 -5.52782 -1.17700 2.46960
O12 -4.19551 -0.72331 2.38484
C9 -3.48293 -0.19286 3.44543
O13 -2.34309 0.31012 3.31610
O14 -4.20867 -0.30893 4.64605
C10 -3.68138 -0.11522 5.95254
H7 -5.77816 -1.39734 1.43187
H8 -6.18704 -0.36705 2.78185
H9 -5.72397 -2.15548 2.90800
H10 -3.93491 0.85116 6.38836
H11 -2.59672 -0.21643 5.91575
H12 -4.04254 -0.87948 6.64070
C11 8.90869 1.27895 -0.34881
O15 8.37065 1.30715 0.94973
C12 7.05564 0.92304 1.25571
O16 6.02635 0.74463 0.53439
O17 7.16025 0.87850 2.55788
C13 6.10563 0.86697 3.52283
H13 9.97716 1.42310 -0.18852
H14 8.49384 2.14428 -0.86573
H15 8.77463 0.30097 -0.81107
H16 6.01621 1.87883 3.91812
H17 6.44665 0.23438 4.34236
H18 5.14854 0.46744 3.18747
C14 -2.57794 7.63086 -2.00234
O18 -3.83860 7.17630 -1.88801
C15 -4.22227 5.87244 -2.06579
O19 -3.47712 4.93644 -2.09185
O20 -5.55744 5.86270 -2.09393
C16 -6.24941 4.65797 -2.04572
H19 -2.38151 8.37141 -1.22703
H20 -2.62183 8.20720 -2.92646
H21 -1.84907 6.82130 -2.04046
H22 -6.12415 4.17618 -1.07603
H23 -5.72953 3.98685 -2.72940
H24 -7.27983 4.89733 -2.30845

The total energy comes out at -2753.7873 hartree. Its gap between HOMO and LUMO is 6.1013 eV. As for the spin multiplicity: 1. The energy above the lowest of the compared OMol25 structures with the same formula, charge and spin is 128.8 kcal per mole.

=====

The following is a DFT calculation (the ωB97M-V functional and the def2-TZVPD basis) of a structure of composition C13H30AuClO3P2 at a distorted geometry.

CARTESIAN COORDINATES (ANGSTROEM)
C1 1.22740 -4.72271 -3.86151
C2 1.53962 -4.41143 -2.42381
H1 0.32772 -5.35541 -3.77703
H2 2.02618 -5.25694 -4.37696
H3 0.96502 -3.76161 -4.35755
O1 0.66051 -4.48770 -1.57115
Cl1 3.04199 -3.71469 -2.11385
Au1 -0.09828 -0.29682 -0.23279
P1 0.73905 -1.87239 1.33037
C3 -0.55114 -2.45710 2.47950
C4 1.59450 -3.47066 1.13534
H4 1.94280 -3.81011 2.12551
H5 2.28963 -1.65847 3.17960
H6 2.43096 -3.36451 0.43829
H7 2.79890 -0.71511 1.74045
H8 -1.14703 -3.20517 1.93803
H9 0.88811 -4.20458 0.73201
C5 1.94788 -0.99268 2.37479
H10 -0.07159 -2.93244 3.34721
H11 1.48486 -0.08844 2.78646
H12 -1.19500 -1.63005 2.79784
P2 -0.26701 0.61866 -2.40365
C6 -1.94371 1.16155 -2.88897
C7 0.78054 2.10561 -2.51363
H13 1.30071 -0.78808 -3.59421
H14 0.25851 0.10620 -4.75000
H15 -0.38590 -1.30790 -3.85752
C8 0.27957 -0.43551 -3.79089
H16 1.82985 1.80287 -2.39019
H17 0.66841 2.63151 -3.47537
H18 -1.92455 1.82664 -3.76436
H19 -2.41172 1.68423 -2.04621
H20 0.51628 2.78911 -1.69526
H21 -2.54446 0.27544 -3.12909
C9 -1.14796 1.10961 0.84589
O2 -2.34975 0.98684 0.96084
C10 0.19263 3.99926 2.63282
C11 -1.01521 3.14419 2.27496
C12 -1.60514 2.48942 3.49751
C13 -2.03243 3.94642 1.48820
O3 -0.38803 2.09398 1.36815
H22 -0.09130 4.83464 3.27283
H23 0.65452 4.42710 1.73953
H24 0.93124 3.41709 3.18379
H25 -2.06535 3.22269 4.15980
H26 -2.38028 1.77434 3.21986
H27 -0.81866 2.00108 4.07687
H28 -1.54403 4.47464 0.66071
H29 -2.83549 3.30053 1.11680
H30 -2.50343 4.71691 2.11006

The total energy comes out at -2017.0119 hartree. Its gap between HOMO and LUMO (alpha / beta) is 8.7767 / 4.2358 eV. Its charge is +2. As for the spin multiplicity: 3.